A 7-piece molecular cluster, C11H26F9N3O9S overall, computed with wB97M-V/def2-TZVPD.

Structure (XYZ):
```
59
C11H26F9N3O9S (wB97M-V/def2-TZVPD)
N -2.930 -0.248 3.633
H -2.958 -0.043 2.595
H -3.492 -1.064 3.843
H -3.224 0.548 4.189
H -1.929 -0.395 3.844
N 1.352 -2.795 1.131
H 2.177 -2.758 0.539
H 1.126 -3.737 1.432
H 0.503 -2.413 0.635
H 1.469 -2.197 1.991
N -0.490 1.085 0.813
H -0.294 1.771 0.082
H 0.067 1.092 1.658
H -0.561 0.115 0.416
H -1.516 1.024 1.020
C 1.827 0.211 5.559
F 1.472 1.472 5.873
F 3.126 0.191 5.388
F 1.402 -0.571 6.539
S 0.972 -0.267 3.921
O 1.048 0.869 3.035
O 1.779 -1.367 3.369
O -0.389 -0.667 4.287
O -2.938 0.456 0.993
C -3.134 -0.647 0.121
C -2.090 -1.792 -0.015
O -0.702 -1.542 -0.114
H -3.386 -0.246 -0.866
H -4.111 -1.128 0.292
H -2.419 -2.375 -0.887
H -2.264 -2.482 0.829
C -4.077 2.216 -2.859
C -2.958 2.819 -2.053
O -1.924 3.225 -2.938
C -0.662 3.320 -2.539
O -0.247 2.970 -1.462
C 0.305 3.906 -3.570
F 1.041 2.906 -4.092
F -0.317 4.503 -4.584
F 1.075 4.834 -3.007
H -4.623 3.048 -3.319
H -4.857 1.706 -2.299
H -3.694 1.641 -3.701
H -2.594 2.052 -1.375
H -3.311 3.618 -1.401
C 3.027 0.214 -0.789
C 2.411 -0.626 -1.913
O 3.415 -1.446 -2.525
C 3.536 -2.693 -2.136
O 3.002 -3.167 -1.170
C 4.502 -3.572 -2.986
F 5.703 -3.613 -2.392
F 4.046 -4.822 -3.025
F 4.575 -3.144 -4.237
H 3.918 0.715 -1.166
H 3.306 -0.514 -0.025
H 2.324 0.941 -0.390
H 2.017 0.092 -2.632
H 1.573 -1.230 -1.561
```

## Properties
LUMO: 0.01114 hartree
spin multiplicity: 1
highest occupied orbital energy: -7.5675 eV
Kohn-Sham gap: 7.9 eV

natural (NBO) population analysis, charges in e, atoms 1 to 4: N -0.92; H 0.48; H 0.41; H 0.41

C3H7BaO3 as an isolated structure, computed with wB97M-V/def2-TZVPD.

Structure (XYZ):
```
14
C3H7BaO3 (wB97M-V/def2-TZVPD)
C -2.887 2.240 -0.339
O -1.554 2.360 -0.686
H -3.279 3.129 0.193
H -3.535 2.086 -1.226
H -3.061 1.362 0.330
O 2.641 0.146 -0.769
C 2.531 -1.036 -0.151
O 1.108 -1.095 0.292
C 0.640 -2.231 0.864
Ba 0.640 1.273 -0.778
H 3.134 -1.138 0.772
H 2.679 -1.919 -0.803
H -0.437 -2.270 1.011
H 1.381 -2.907 1.292
```

## Properties
energy above the lowest of the compared OMol25 structures with the same formula, charge and spin: 0.000 eV
LUMO (spin up / spin down): -0.01120 / -0.01130 hartree
spin multiplicity: 2
highest occupied orbital energy (spin up / spin down): -7.6351 / -7.9425 eV
Kohn-Sham gap (spin up / spin down): 7.3 / 7.6 eV

Löwdin population analysis, charges in e, atoms 1 to 4: C -0.37; O -0.75; H 0.06; H 0.05

A 9-piece molecular cluster, C50H50N4O10 overall, computed with wB97M-V/def2-TZVPD.

Structure (XYZ):
```
114
C50H50N4O10 (wB97M-V/def2-TZVPD)
O 15.965 31.308 23.183
C 16.815 32.061 24.008
C 17.644 31.436 25.006
C 18.480 32.344 25.876
C 18.313 33.667 25.782
O 19.277 34.444 26.538
C 17.529 34.254 24.905
C 16.757 33.458 24.014
H 15.767 31.698 22.386
H 17.642 30.314 25.092
H 19.138 31.920 26.525
H 19.032 35.429 26.403
H 17.580 35.374 24.655
H 16.160 34.049 23.186
O 25.660 38.480 27.062
C 25.001 37.969 28.219
C 25.467 38.316 29.494
C 24.662 37.904 30.675
C 23.666 37.011 30.472
O 22.806 36.525 31.490
C 23.209 36.593 29.069
C 23.963 37.133 28.003
H 25.869 37.783 26.554
H 26.296 38.986 29.694
H 25.010 38.298 31.500
H 21.869 36.407 31.345
H 22.481 35.822 28.929
H 23.491 36.993 27.071
O 19.098 40.827 35.015
C 19.158 39.948 33.895
C 20.443 39.887 33.258
C 20.686 38.863 32.185
C 19.573 38.112 31.787
O 19.746 37.083 30.730
C 18.286 38.425 32.259
C 18.062 39.222 33.386
H 18.416 41.377 35.063
H 21.350 40.389 33.672
H 21.725 38.690 31.969
H 18.866 36.551 30.686
H 17.291 37.914 31.850
H 17.133 39.283 33.664
O 17.523 35.067 31.641
C 18.651 34.297 31.388
C 19.570 34.066 32.333
C 20.863 33.416 31.980
C 21.201 33.177 30.581
O 22.417 32.699 30.301
C 20.168 33.514 29.624
C 18.979 34.084 29.994
H 17.136 34.812 32.470
H 19.428 34.469 33.321
H 21.455 33.231 32.798
H 22.926 32.452 31.082
H 20.579 33.595 28.578
H 18.298 34.500 29.105
O 23.838 32.088 27.434
C 25.065 32.630 27.298
C 25.514 33.613 28.215
C 26.928 34.236 28.070
C 27.787 33.779 27.079
O 29.014 34.175 27.169
C 27.305 32.770 26.187
C 25.957 32.254 26.283
H 23.504 32.529 28.274
H 24.858 33.891 29.055
H 27.286 35.034 28.921
H 29.466 33.996 26.187
H 27.875 32.392 25.331
H 25.654 31.608 25.600
C 14.408 31.469 27.911
C 13.633 31.233 29.045
C 13.492 32.307 29.965
N 14.035 33.554 29.866
C 14.808 33.661 28.792
C 14.887 32.809 27.706
H 14.597 30.812 27.332
H 13.263 30.300 29.219
H 12.627 32.115 30.405
H 15.423 34.630 28.509
H 15.390 33.130 26.820
C 22.331 28.444 34.920
C 22.549 29.867 34.816
C 21.558 30.843 34.361
N 20.398 30.356 33.832
C 20.198 29.092 33.869
C 21.110 28.015 34.211
H 23.006 27.918 35.081
H 23.480 30.259 35.265
H 21.740 31.920 34.312
H 19.420 28.771 33.371
H 20.749 26.996 34.170
C 27.771 32.515 31.995
C 26.918 31.439 32.023
C 25.505 31.652 32.116
N 24.927 32.870 31.933
C 25.719 33.923 31.945
C 27.177 33.714 31.967
H 28.832 32.477 32.053
H 27.326 30.460 32.165
H 24.882 30.940 32.111
H 25.373 34.784 31.725
H 27.707 34.628 31.701
C 13.938 33.811 33.358
C 15.097 32.955 33.041
C 16.338 33.096 33.721
N 16.494 33.924 34.648
C 15.464 34.655 35.074
C 14.255 34.752 34.363
H 13.083 33.842 32.672
H 14.876 32.142 32.403
H 17.111 32.503 33.457
H 15.621 35.528 36.015
H 13.477 35.467 34.432
```

## Properties
energy above the lowest of the compared OMol25 structures with the same formula, charge and spin: 1.371 eV
LUMO: 0.01983 hartree
SMILES string: Oc1ccc(O)cc1.Oc1ccc(O)cc1.Oc1ccc(O)cc1.Oc1ccc(O)cc1.Oc1ccc(O)cc1.c1ccncc1.c1ccncc1.c1ccncc1.c1ccncc1
spin multiplicity: 1
highest occupied orbital energy: -7.7870 eV
Kohn-Sham gap: 8.3 eV

Löwdin population analysis, charges in e, atoms 1 to 4: O 0.04; C -0.30; C 0.06; C 0.02

A 18-piece molecular cluster, H35O18 overall, computed with wB97M-V/def2-TZVPD.

Structure (XYZ):
```
53
H35O18 (wB97M-V/def2-TZVPD)
O -0.345 -2.197 -1.928
H 0.967 2.069 0.250
H 3.452 2.813 -3.771
O -2.026 -2.405 0.209
H 0.860 4.843 -1.165
O -0.111 -3.435 2.851
H 2.544 -0.863 -2.806
H -0.571 -2.674 3.208
O 1.339 0.571 5.183
H -3.671 4.310 -0.122
H 1.376 1.458 4.895
O -2.338 -1.202 5.504
H -1.613 -1.842 5.297
H -1.111 -2.503 -2.460
O -1.023 -4.588 -0.750
H 1.264 3.325 0.854
H -0.392 -3.913 -0.452
O 1.402 3.000 -0.122
H 2.191 1.610 3.505
H -0.184 -3.326 1.824
O -0.585 0.678 3.321
H 3.758 -3.762 -2.990
H 1.602 0.348 2.596
O -2.585 1.309 -1.246
H -2.236 0.511 -0.737
H -0.160 1.121 2.588
O 1.863 -4.563 -2.522
H 1.205 -5.297 -2.276
H -1.583 -1.916 0.964
O 2.095 1.213 2.529
H -0.086 -0.865 2.006
H -0.993 -0.144 2.920
O 1.690 -0.428 -2.756
H 1.798 0.053 -1.932
H 0.745 0.147 4.582
O -0.897 -1.298 2.119
H -2.859 -1.860 0.243
H -1.799 -3.890 -0.738
O 4.081 2.632 -3.195
H -2.508 -0.538 4.755
H -0.790 -1.942 -1.065
O -3.822 4.972 -0.837
H 1.448 -3.747 -2.207
H -4.041 4.342 -1.574
O -3.025 2.783 -3.758
H 3.542 2.306 -2.452
H -2.046 3.071 -3.852
O 0.900 5.683 -1.737
H -2.148 1.748 -0.581
H 0.210 5.670 -2.369
O 4.324 -3.079 -3.256
H 4.200 -2.310 -3.286
H -3.308 2.002 -3.260
```

## Properties
energy above the lowest of the compared OMol25 structures with the same formula, charge and spin: 5.806 eV
LUMO: 0.05174 hartree
spin multiplicity: 1
highest occupied orbital energy: -7.0940 eV
Kohn-Sham gap: 8.5 eV
net charge: -1

natural (NBO) population analysis, charges in e, atoms 1 to 4: O -0.98; H 0.47; H 0.45; O -1.04

A 2-piece molecular cluster, C3H9N2 overall, computed with wB97M-V/def2-TZVPD.

Structure (XYZ):
```
14
C3H9N2 (wB97M-V/def2-TZVPD)
C -1.838 0.204 0.877
C 2.033 -0.397 -1.583
C 1.217 0.566 -0.960
N -2.735 0.008 1.861
N -0.606 -0.186 0.887
H -2.370 0.801 0.108
H 1.906 -0.375 -2.704
H 3.042 -0.350 -1.333
H 1.777 -1.337 -1.036
H 0.704 1.064 -1.696
H 1.513 0.951 -0.060
H -3.658 0.244 1.673
H -2.558 -0.460 2.702
H -0.263 -0.486 1.762
```

## Properties
energy above the lowest of the compared OMol25 structures with the same formula, charge and spin: 3.834 eV
LUMO: -0.23452 hartree
spin multiplicity: 1
highest occupied orbital energy: -13.6778 eV
Kohn-Sham gap: 7.3 eV
net charge: +1

natural (NBO) population analysis, charges in e, atoms 1 to 4: C 0.33; C -0.78; C 0.26; N -0.76

C9H11NO3 as an isolated structure, computed with wB97M-V/def2-TZVPD.

Structure (XYZ):
```
24
C9H11NO3 (wB97M-V/def2-TZVPD)
C -1.009 1.948 -1.750
C 1.908 0.160 0.015
C 0.087 2.717 0.381
C -0.256 1.809 -0.543
C 1.064 -1.742 0.925
C 0.527 0.031 -0.652
C -0.207 -0.954 0.219
C -0.848 -0.210 1.402
C -1.247 -1.796 -0.484
N -1.564 2.201 -2.745
O 2.659 1.048 -0.100
O 2.157 -0.886 0.782
O 0.634 -0.264 -1.995
H 0.562 2.347 1.293
H -0.076 3.731 0.146
H 0.768 -1.820 1.935
H 1.189 -2.663 0.442
H -1.636 0.378 1.133
H -0.175 0.538 1.823
H -1.216 -0.967 2.153
H -2.195 -1.623 0.018
H -0.931 -2.924 -0.404
H -1.377 -1.522 -1.529
H 1.182 0.463 -2.466
```

## Properties
energy above the lowest of the compared OMol25 structures with the same formula, charge and spin: 3.891 eV
LUMO: 0.00580 hartree
spin multiplicity: 1
highest occupied orbital energy: -10.0130 eV
Kohn-Sham gap: 10.2 eV

natural (NBO) population analysis, charges in e, atoms 1 to 4: C 0.22; C 0.74; C -0.33; C -0.15

Q: spin multiplicity of number 1 (C11H26F9N3O9S)?
A: 1